Version a
{"formula": "C23H22N2O3", "method": "wB97M-V/def2-TZVPD", "elements": ["O", "O", "O", "N", "N", "C", "C", "C", "C", "C", "C", "C", "C", "C", "C", "C", "C", "C", "C", "C", "C", "C", "C", "C", "C", "C", "C", "C", "H", "H", "H", "H", "H", "H", "H", "H", "H", "H", "H", "H", "H", "H", "H", "H", "H", "H", "H", "H", "H", "H"], "positions_angstrom": [[4.25177, -1.43157, 1.01921], [-7.23577, -1.27137, 0.32765], [-2.41447, -1.32151, -1.03133], [3.86587, 0.47410, -0.16354], [-1.72263, 0.68667, -0.18742], [8.36188, -0.99455, 0.12565], [-8.85365, -0.39816, 1.94277], [4.66459, -0.43897, 0.45607], [0.41205, 1.67873, 0.22738], [-0.33003, 0.57907, -0.20091], [6.64018, 1.15674, 0.43449], [-5.04193, -0.64823, -0.12685], [6.12511, -0.13324, 0.35523], [-5.74188, 1.98794, -0.51669], [-8.60203, -0.99254, 0.55984], [8.86700, 0.29370, 0.19029], [-4.41947, 1.61272, -0.64711], [2.45306, 0.46777, -0.18467], [-6.37652, -0.26782, 0.02031], [1.72266, -0.62981, -0.64855], [-2.66204, -0.21709, -0.59604], [1.78852, 1.61731, 0.23126], [6.99935, -1.20727, 0.21708], [0.33663, -0.55844, -0.63882], [-6.71929, 1.06742, -0.17462], [2.39659, -1.85358, -1.17649], [8.00572, 1.36565, 0.35466], [-4.06412, 0.28004, -0.44261], [2.83884, -2.41572, -0.35418], [9.03188, -1.83334, 0.00903], [-8.35237, 0.56037, 2.05346], [-2.07064, 1.55453, 0.19600], [-7.73929, 1.40480, -0.07969], [3.20290, -1.58273, -1.85769], [-9.09257, -1.96682, 0.48210], [-6.02600, 3.01682, -0.68335], [9.93150, 0.46286, 0.12295], [-4.77284, -1.68385, 0.00718], [1.68374, -2.48704, -1.69655], [-8.47465, -1.07275, 2.70622], [6.58891, -2.20516, 0.18218], [8.39938, 2.36925, 0.42412], [-9.00483, -0.34175, -0.22607], [-0.08982, 2.57689, 0.55930], [4.29832, 1.33814, -0.45713], [-9.92066, -0.25828, 2.09274], [-3.68440, 2.34652, -0.94463], [2.36269, 2.46922, 0.56807], [-0.23933, -1.39880, -0.98871], [5.98691, 2.00426, 0.59322]], "lowdin_charge": [0.08, -0.04, 0.09, 0.13, 0.13, -0.07, -0.06, -0.43, -0.03, -0.21, -0.04, 0.07, -0.14, -0.07, -0.25, -0.09, -0.05, -0.20, -0.25, -0.18, -0.41, -0.02, -0.02, 0.04, -0.02, -0.03, -0.08, -0.13, 0.08, 0.10, 0.07, 0.13, 0.10, 0.09, 0.12, 0.11, 0.10, 0.13, 0.08, 0.08, 0.12, 0.10, 0.12, 0.11, 0.13, 0.08, 0.11, 0.11, 0.10, 0.11], "smiles": "CCOc1cccc(C(=O)Nc2ccc(NC(=O)c3ccccc3)c(C)c2)c1", "homo_lumo_gap_ev": 8.818, "lumo_ha": 0.0251, "homo_ha": -0.299}

Version b
{"formula": "C23H22N2O3", "method": "wB97M-V/def2-TZVPD", "elements": ["O", "O", "O", "N", "N", "C", "C", "C", "C", "C", "C", "C", "C", "C", "C", "C", "C", "C", "C", "C", "C", "C", "C", "C", "C", "C", "C", "C", "H", "H", "H", "H", "H", "H", "H", "H", "H", "H", "H", "H", "H", "H", "H", "H", "H", "H", "H", "H", "H", "H"], "positions_angstrom": [[-2.36879, -0.26706, 3.65236], [-0.54173, 0.64467, 4.57443], [6.29773, -1.13620, -2.55080], [1.37213, -0.57508, 0.90034], [0.93161, -0.79617, -4.93668], [-4.71433, -0.27516, -1.29493], [0.93142, -0.32917, 2.26138], [-2.30415, 0.84794, -0.37663], [4.02945, -1.02173, -3.35467], [-0.41416, 1.68961, -2.27820], [-1.06433, 1.41320, 0.05212], [2.76793, -0.92825, 0.76588], [-2.54485, 0.68876, -1.76400], [4.53672, -1.04137, -1.00168], [2.67826, -0.95820, -3.03219], [-0.52165, 0.12924, 2.22126], [-3.00107, -0.17824, 4.93656], [-3.76558, 0.11355, -2.19443], [1.70488, -0.87792, -4.09052], [-1.56850, 1.10755, -2.70306], [-1.10954, 0.20149, 3.60808], [-4.48456, -0.10260, 0.08600], [2.24633, -0.94916, -1.71022], [-0.17170, 1.84139, -0.89521], [-3.31328, 0.44010, 0.53221], [4.95648, -1.07165, -2.32385], [-0.68988, 1.50629, 1.51320], [3.18605, -0.98114, -0.68577], [-1.75488, 0.95507, -3.75896], [-5.64364, -0.71214, -1.63645], [-3.15879, 0.55515, 1.59522], [6.46814, -1.14876, -3.49808], [0.32914, 2.01832, -2.99309], [1.18854, -0.92003, -1.49263], [0.76069, 2.29615, -0.57470], [-2.44285, -0.75218, 5.67344], [-3.93115, -0.00853, -3.25813], [1.01071, -1.25953, 2.83134], [-1.08882, -0.61585, 1.66128], [5.28743, -1.05850, -0.22055], [-1.45365, 2.08577, 2.04063], [1.17315, 0.23670, 0.32748], [-3.99582, -0.59091, 4.80172], [2.92795, -1.90987, 1.22450], [0.23738, 2.07366, 1.61659], [3.43813, -0.22943, 1.29222], [1.53980, 0.42156, 2.78813], [-5.24271, -0.40392, 0.79759], [-3.05438, 0.85905, 5.26229], [4.34474, -1.02645, -4.39079]], "lowdin_charge": [-0.05, 0.12, 0.06, -0.05, 0.16, -0.08, -0.18, -0.10, 0.03, -0.08, -0.17, -0.18, -0.16, 0.04, -0.22, -0.20, -0.03, -0.03, -0.18, -0.03, -0.48, -0.07, 0.01, -0.06, -0.02, -0.30, -0.08, -0.18, 0.11, 0.10, 0.09, 0.11, 0.11, 0.12, 0.12, 0.10, 0.11, 0.13, 0.15, 0.13, 0.13, 0.07, 0.09, 0.13, 0.13, 0.13, 0.13, 0.10, 0.10, 0.13], "smiles": "COC(=O)[C@H](CNCc1cc(O)cc(C#N)c1)Cc1cccc2ccccc12", "homo_lumo_gap_ev": 8.674, "lumo_ha": 0.0154, "homo_ha": -0.303}

Stability, lowest: version b

Version a
{"formula": "H4O2", "method": "wB97M-V/def2-TZVPD", "elements": ["O", "O", "H", "H", "H", "H"], "positions_angstrom": [[-0.30418, -1.49887, -0.27899], [-0.04252, 1.14521, 0.34910], [-0.13543, -1.67347, -1.22491], [0.88652, 1.07952, 0.00070], [-0.31001, -0.56094, -0.07298], [-0.09439, 1.50856, 1.22708]], "lowdin_charge": [-0.08, -0.06, 0.04, 0.09, -0.04, 0.05], "smiles": "O.O", "homo_lumo_gap_ev": 11.527, "lumo_ha": 0.0255, "homo_ha": -0.398}

Version b
{"formula": "H4O2", "method": "wB97M-V/def2-TZVPD", "elements": ["O", "O", "H", "H", "H", "H"], "positions_angstrom": [[0.79346, 1.72629, 0.39688], [-0.72324, -1.04027, -0.19449], [-0.78914, -1.56029, 0.63580], [-0.94645, -1.66230, -0.90176], [0.12203, 1.02332, 0.25698], [1.54334, 1.51325, -0.19342]], "lowdin_charge": [-0.09, -0.07, 0.06, 0.04, 0.01, 0.04], "smiles": "O.O", "homo_lumo_gap_ev": 11.628, "lumo_ha": 0.0234, "homo_ha": -0.404}

Stability, lowest: version a

Version a
{"formula": "H4O2", "method": "wB97M-V/def2-TZVPD", "elements": ["O", "O", "H", "H", "H", "H"], "positions_angstrom": [[1.36002, -0.06568, -0.02970], [-1.20523, -0.06488, -0.06682], [1.41518, 0.76150, 0.42579], [-1.45889, 0.86919, -0.26031], [-1.65857, -0.25980, 0.74669], [0.46396, -0.32637, -0.14008]], "lowdin_charge": [-0.06, -0.04, 0.01, 0.09, 0.05, -0.05], "smiles": "O.O", "homo_lumo_gap_ev": 11.271, "lumo_ha": 0.0202, "homo_ha": -0.394}

Version b
{"formula": "H4O2", "method": "wB97M-V/def2-TZVPD", "elements": ["O", "O", "H", "H", "H", "H"], "positions_angstrom": [[-0.29688, -1.68963, 0.48590], [0.23975, 1.17866, -0.37251], [-0.70631, -1.60680, 1.37683], [-0.38404, -0.79363, 0.08859], [0.01670, 1.99217, -0.87918], [1.13078, 0.91922, -0.69963]], "lowdin_charge": [-0.10, -0.08, 0.05, 0.00, 0.06, 0.06], "smiles": "O.O", "homo_lumo_gap_ev": 11.694, "lumo_ha": 0.0251, "homo_ha": -0.405}

Stability, lowest: version a

Version a
{"formula": "H4O2", "method": "wB97M-V/def2-TZVPD", "elements": ["O", "O", "H", "H", "H", "H"], "positions_angstrom": [[1.41511, -0.30690, -0.21466], [-1.17207, -0.23951, -0.29836], [0.46672, 0.01909, -0.15156], [-1.25495, -0.66608, 0.63173], [2.02834, 0.52072, 0.06816], [-1.48315, 0.67268, -0.03531]], "lowdin_charge": [-0.17, -0.09, -0.03, 0.11, 0.10, 0.08], "smiles": "O.O", "homo_lumo_gap_ev": 11.145, "lumo_ha": 0.0189, "homo_ha": -0.391}

Version b
{"formula": "H4O2", "method": "wB97M-V/def2-TZVPD", "elements": ["O", "O", "H", "H", "H", "H"], "positions_angstrom": [[-0.64138, 0.98438, 0.76369], [0.69669, -1.03867, -0.79649], [-1.47750, 1.21566, 0.22662], [1.65831, -1.18461, -0.73689], [-0.81281, 0.10390, 1.16265], [0.57669, -0.08065, -0.61959]], "lowdin_charge": [-0.11, -0.09, 0.09, 0.04, 0.05, 0.01], "smiles": "O.O", "homo_lumo_gap_ev": 12.104, "lumo_ha": 0.0328, "homo_ha": -0.412}

Version c
{"formula": "H4O2", "method": "wB97M-V/def2-TZVPD", "elements": ["O", "O", "H", "H", "H", "H"], "positions_angstrom": [[-1.09336, -0.00777, -0.00107], [1.47331, 0.13345, 0.09855], [-1.96245, -0.34210, 0.31942], [2.20300, -0.42504, -0.23645], [0.53690, -0.30479, -0.08334], [-1.15741, 0.94624, -0.09710]], "lowdin_charge": [-0.06, -0.15, 0.09, 0.03, 0.04, 0.06], "smiles": "O.O", "homo_lumo_gap_ev": 11.206, "lumo_ha": 0.0253, "homo_ha": -0.386}

Version d
{"formula": "H4O2", "method": "wB97M-V/def2-TZVPD", "elements": ["O", "O", "H", "H", "H", "H"], "positions_angstrom": [[-0.71513, -1.08486, -0.03532], [0.33642, 0.53608, -0.20415], [0.86338, 1.04085, -0.82363], [-0.26944, -0.25579, -0.20922], [0.11637, 1.15985, 0.48774], [-0.33159, -1.39614, 0.78459]], "lowdin_charge": [-0.08, 0.18, 0.13, -0.37, 0.13, 0.01], "homo_lumo_gap_ev": 9.760, "lumo_ha": 0.0102, "homo_ha": -0.348}

Stability, lowest: version d